[1]
Here is a 7-piece molecular cluster, C17H52N6O7 overall from the Open Molecules 2025 dataset. Energies are from ωB97M-V/def2-TZVPD.

Calculated values
HOMO-LUMO gap in eV: 9.40

```
! RIJCOSX wB97M-V def2-TZVPD def2/J DEFGRID3
* xyz 0 1
O 4.1990 0.8326 -5.7609
C 6.2647 2.7907 2.3491
H -7.2783 3.8445 -1.6288
C -9.3247 -1.3985 3.0795
O -0.4157 2.0699 4.1915
H 1.4828 -5.1333 3.8176
C -0.3289 -6.2679 3.8706
H 0.2721 2.0378 -0.3278
C -8.1741 -2.0847 1.1474
H -0.3542 -6.1323 4.9518
H 3.5638 5.9004 1.9246
H 4.3817 2.2145 -7.2172
H 0.7430 1.6193 -1.9944
H -10.0174 -1.7974 -0.4506
H 4.7874 5.0742 3.6463
H -8.3993 -1.1437 3.5961
H -7.8554 -1.0464 1.0553
C -7.1033 -2.8875 -1.1296
H -1.9095 -6.5368 2.2276
H -7.5503 3.5718 -3.0929
H 6.6761 2.0677 1.6448
H 5.4599 -0.1673 -4.6298
N 7.1560 1.9532 -7.8070
C 6.5133 2.9998 -5.7490
C 4.9232 1.3194 -6.9111
H 6.1818 2.8394 -4.7230
H -0.7394 2.6173 4.9069
O -9.2868 -2.3746 1.9815
H -7.2515 -3.5181 -2.0062
H -4.3462 -7.8488 4.4992
H 4.7527 7.2454 3.9459
H 3.8308 -0.7575 -4.6009
C -1.1185 2.1686 -1.7119
H 4.8623 -1.1615 -5.9401
H -8.7058 -0.9121 -0.9450
C -8.3413 -2.6618 -0.2754
H 4.9918 5.7351 0.8573
C 5.4338 5.7109 3.0422
H 4.6801 7.2771 1.6289
H -2.1546 1.7134 -3.3405
H -2.2227 -5.2888 3.3348
H -8.7780 -3.6354 -0.0531
N 5.7023 6.9287 3.8115
H -0.1305 -8.0280 4.4938
H 6.1783 6.7625 4.6867
H -9.7859 -0.5292 2.6107
O -1.9861 2.4794 -0.8756
H 6.8118 2.8265 -8.1799
H -1.1866 1.9032 3.6491
H -4.3103 -6.8001 3.0841
C 4.5929 -0.3494 -5.2648
H 4.7604 0.7136 -7.8025
H 5.8317 3.6240 -6.3268
N -9.2071 -1.7822 -1.0533
C 4.5997 6.1984 1.7627
H 7.4089 4.7789 3.3974
H 8.1310 2.1571 -7.6403
H -7.3001 -2.4628 1.6778
N 0.2850 -7.5360 3.7157
C 6.7875 5.1296 2.5733
H -6.7505 -1.9516 -1.5628
H -0.0009 -8.0273 2.8808
H 7.3349 5.9073 2.0407
H -0.4290 1.6321 -3.4667
H -4.2970 -6.2195 4.8246
H 6.6853 2.6044 3.3373
N 0.0905 1.9933 -1.3203
H -10.0433 -1.7577 3.8162
C 6.4454 1.6867 -6.5994
C 0.5870 -5.2064 3.2009
C -1.7662 -6.2768 3.2764
C -3.9182 -6.9326 4.0925
O -7.7136 3.2259 -2.2155
H 7.4606 3.5275 -5.8591
N -1.2470 1.9050 -2.9408
O -2.5083 -7.2194 4.0252
H 6.8758 0.8004 -6.1331
O 6.6519 3.9842 1.7124
H 5.1865 2.6644 2.4472
H -6.2627 -3.2813 -0.5583
H 0.0318 -4.2845 3.0278
H 0.9040 -5.6366 2.2509
*
```

Mulliken population analysis, charges in e, atoms 1 to 8: -0.34 -0.74 0.32 -0.73 -0.64 0.34 0.24 0.22



[2]
Here is a 9-piece molecular cluster, C17H53N11O13 overall from the Open Molecules 2025 dataset. Energies are from ωB97M-V/def2-TZVPD.

Calculated values
⟨S²⟩: 0.755
HOMO-LUMO gap (alpha / beta) in eV: 7.73 / 2.31

```
! RIJCOSX wB97M-V def2-TZVPD def2/J DEFGRID3
* xyz 1 2
N 1.4360 -2.1976 3.4039
H -2.4220 1.5016 0.7624
H 0.3138 2.2144 3.3769
H 0.0013 -0.0552 5.6636
H -6.2664 1.9681 -2.2269
H -4.4968 1.8759 -3.2109
C 6.1067 -1.4933 -2.4307
H -2.4642 1.1906 4.6515
H 3.2997 -4.5744 3.3089
N 5.1124 -4.5673 -2.5715
H 2.1321 3.0349 -4.0521
H -7.0213 1.8173 2.5470
O 2.9075 -4.2732 -2.2896
O 3.8170 2.7746 -1.5005
H 3.4637 4.4686 -0.2102
H 1.2289 -1.3722 2.8599
H -6.2047 0.2192 1.9206
H 1.1132 -0.3836 -3.9202
C 1.1084 1.5091 5.0132
N -2.9303 1.4295 3.7880
N 2.4898 -4.0414 3.5920
C 4.9766 -1.4681 -1.4314
C 0.7140 -1.1649 -0.2196
H 0.7710 1.5094 0.1530
H 0.1449 0.9407 -3.4599
O 0.2514 -0.5283 -1.1300
H -4.9768 1.0508 -0.4035
O -3.5965 1.0880 -1.5471
C 2.0743 2.9020 0.2048
C 2.9433 3.6720 -0.7419
H 5.8094 -5.1993 -2.9387
C -2.4846 0.4804 -2.1197
H 2.9617 0.9811 -4.8599
N 0.1587 0.6199 4.9290
H 4.9554 -1.8560 0.4602
C -4.1792 2.1997 -2.2198
H -4.0319 1.7181 1.5605
H -3.4609 3.0187 -2.2549
H -0.4065 -0.6366 1.4240
C 1.9270 1.3210 -4.9029
C 2.3534 -2.9756 2.9454
N -3.0247 1.6428 1.5605
H 1.4304 3.3079 4.1069
O -1.1198 1.0861 2.4734
C -6.9930 0.9698 1.8622
O 2.0198 0.8411 -2.6089
H -1.6319 1.1516 -2.0174
N 0.2767 -1.2462 0.9978
H -5.8482 3.5060 -1.4768
H 0.5980 -2.0480 1.5212
O 1.8028 2.7581 -4.9104
H 1.4683 -2.0986 4.4085
H -8.9000 -1.3727 2.7739
H 7.0839 0.0928 -1.7335
C -6.8695 1.4855 0.3729
H -3.8517 1.8228 3.9166
N 0.9530 2.4182 4.1319
O 3.0333 -2.7164 1.9736
N 3.8369 -5.8991 -3.5065
H 2.6850 2.1001 0.6198
H -9.7460 0.1889 3.2097
C -8.8151 -0.2951 2.9143
H 2.0528 -2.4128 0.5480
H 5.1695 -3.9879 -1.7462
O 5.3207 -2.2452 -0.3378
O -8.3034 0.4044 1.7768
C -2.3054 1.3746 2.6234
N 1.6903 -2.0510 -0.3226
H 4.1092 -1.9954 -1.8287
N -5.5733 1.8266 -0.1537
O 0.9361 2.3098 -0.3507
H -7.3719 0.7516 -0.2572
H -7.5395 2.3243 0.1848
H 3.0420 -6.2911 -3.9908
C 1.1775 0.6805 -3.6930
H 1.7473 -4.3817 4.1861
O 1.9148 1.5561 5.9400
C -5.5802 2.4508 -1.5310
H 3.2158 2.2243 -2.0078
H -2.5085 0.2487 -3.1846
H 1.6514 3.5389 0.9818
H 1.5715 0.5989 -1.7953
C 3.8599 -4.9016 -2.7004
O 7.2439 -0.8187 -1.9890
H 4.6383 -6.4977 -3.3665
H -8.2664 -0.0440 3.8220
H 1.4932 0.9340 -5.8250
H 5.6701 -0.9242 -3.2515
H 2.0242 -2.3047 -1.2414
H 2.2994 4.0833 -1.5193
H -2.1728 -0.3456 -1.4805
H -0.1735 0.4526 3.9900
H 6.3380 -2.5186 -2.7195
H 4.6112 -0.4535 -1.2729
*
```

Mulliken population analysis, charges in e, atoms 1 to 8: -0.46 0.03 0.19 0.18 0.41 0.31 -0.34 0.23



[3]
Here is a 8-piece molecular cluster, C17H53N3O8 overall from the Open Molecules 2025 dataset. Energies are from ωB97M-V/def2-TZVPD.

Calculated values
HOMO-LUMO gap in eV: 9.93

```
! RIJCOSX wB97M-V def2-TZVPD def2/J DEFGRID3
* xyz 0 1
H 3.5223 1.4250 -5.2405
H 1.5217 -2.7267 1.4243
H 1.2452 -1.8709 2.9796
H -2.6108 -0.0384 2.1429
O -4.8946 -1.1530 -0.6508
H 5.0178 2.2323 -4.7509
H -1.0647 -0.5070 -0.0102
H -1.2387 -0.7592 -4.7634
O -2.3456 -3.7423 -3.3415
H -0.8050 2.4343 3.9518
H -5.5105 -1.9723 -2.3713
N 1.0045 2.0393 5.0022
H -1.8932 -0.3169 -3.2082
H 0.9492 0.9175 0.9779
H -4.6659 -3.0585 1.3808
H -4.2311 0.2172 0.6782
C -4.5688 -1.6282 -1.9390
H -4.7338 -1.5645 2.4034
C -1.7775 -4.4112 -2.2120
C -2.6350 2.8410 -0.2981
C 0.2938 -1.4758 -0.9985
H -0.7062 -4.5308 -2.3837
N 6.4781 -0.1696 -0.6521
H -1.7456 2.1980 -0.3273
H 3.2151 -0.5093 -1.5245
H -1.1433 3.8841 5.7799
H -3.0418 -0.1964 -0.6300
H 1.6677 4.0915 3.3811
H 0.1613 4.0488 2.4243
C 4.1015 1.7554 -4.3796
H 3.5137 2.4860 -3.8119
C -4.0944 -2.2830 1.8871
H 0.0197 0.8773 2.5163
H 6.3625 0.7752 -0.2829
C 4.1097 -0.5221 -0.9001
C 5.2903 0.8993 -2.5552
C -3.8186 -0.5747 0.0425
H -1.8144 -1.3717 2.5276
C 5.3957 -0.3225 -1.6595
H -4.2090 -0.8487 -2.6256
H 0.5870 4.3502 5.7934
H 1.5293 1.4795 4.3364
C -0.2778 4.1198 5.1664
H 4.1037 -1.4777 -0.3657
H -2.7664 -4.4249 -3.8697
C 1.9151 -2.5215 2.4148
H 2.4358 -3.5641 3.9630
H 6.2813 1.1709 -2.9599
H -1.8969 -3.7891 -1.3245
O 1.4240 2.4419 2.2527
H 0.5000 -1.6016 -2.0611
O 2.0729 -3.7708 3.0981
H -0.7833 0.7909 -4.0392
H 4.9416 1.7899 -2.0066
H 2.8899 -2.0455 2.2733
H -2.9915 0.1781 -5.5516
H 7.3643 -0.0841 -1.1502
H -0.1276 -2.4144 -0.6235
H 5.5462 -1.1962 -2.2933
C 0.8432 3.4558 3.0521
C -1.6070 0.0919 -4.1813
H -2.6384 -2.3078 0.3131
H 3.9361 0.2124 -0.1046
H -3.5400 -2.8227 2.6672
C 0.4896 1.5158 1.7566
H -3.3873 2.1974 -0.7615
O 4.3948 0.6191 -3.6087
O -3.0031 3.1045 1.0480
O -2.6634 0.7554 -4.8598
C 0.1115 2.9502 4.2709
H -0.3747 2.0613 1.3398
H -2.2624 -5.3662 -2.0176
H -0.4506 5.0460 4.6105
H -2.5360 3.7402 -0.9017
N -2.0860 -0.8092 1.7252
O -0.5078 -0.3320 -0.7840
H -2.5458 3.9038 1.3200
C -3.1118 -1.5740 0.9770
H -3.8503 -2.4490 -1.9665
H 0.4718 1.3627 5.5384
H 1.2484 -1.3558 -0.4694
*
```

Mulliken population analysis, charges in e, atoms 1 to 8: 0.24 -0.01 0.18 0.26 -0.46 0.32 0.01 0.35